The following is a DFT calculation (ωB97M-V/def2-TZVPD) of a single C28H23NOS2 molecule.

Each line ends with the Löwdin charge.
Atoms and positions in Å:
C 5.7564 -2.8694 2.2996  -0.077
C 4.7012 -2.6409 1.1675  -0.255
C 4.4748 -3.5467 0.0434  -0.047
C 3.4718 -3.2600 -1.0002  -0.033
C 2.6239 -2.0513 -0.9295  -0.197
C 1.5800 -1.7739 -2.0601  -0.135
C 0.5521 -0.6506 -1.7410  -0.196
C -0.8701 -0.9381 -1.4945  0.029
C -1.8318 0.1468 -1.2062  -0.203
C -3.3169 -0.2592 -1.0082  -0.109
C -3.6928 -0.6602 0.4618  -0.333
O -2.8905 -0.9137 1.3291  0.104
C -5.2333 -0.7695 0.7617  -0.127
C -5.8846 -0.1382 1.9006  -0.015
C -7.3433 -0.2908 2.0301  -0.081
C -8.1727 -1.0200 1.0835  -0.081
C -7.4970 -1.6768 -0.0494  -0.070
C -6.0428 -1.5360 -0.1989  -0.034
C -1.3283 1.5265 -1.1293  -0.418
S -2.5550 2.8357 -0.7159  0.754
C 0.0891 1.8779 -1.3677  -0.223
C 0.9727 0.7484 -1.6902  -0.362
S 2.7238 1.1570 -2.0589  0.971
C 2.9820 2.5680 -0.9181  -0.418
C 4.2810 2.7578 -0.2906  -0.092
C 4.4831 3.8962 0.6030  -0.086
C 3.3397 4.7826 0.8277  -0.085
C 2.0256 4.5821 0.1939  -0.012
C 1.8129 3.4250 -0.7027  -0.220
N 0.5191 3.2427 -1.3165  0.059
C 2.8635 -1.1824 0.2294  -0.051
C 3.8693 -1.4381 1.2513  -0.038
H 5.7465 -3.8981 2.7330  0.076
H 6.7774 -2.6271 1.8786  0.083
H 5.5735 -2.0888 3.0897  0.071
H 5.0640 -4.4873 -0.0423  0.099
H 3.3935 -4.0005 -1.8283  0.101
H 2.1621 -1.4270 -2.9644  0.113
H 1.0565 -2.7371 -2.3034  0.122
H -1.2692 -1.9838 -1.5489  0.121
H -3.9581 0.6164 -1.2866  0.096
H -3.5150 -1.1680 -1.6471  0.124
H -5.3065 0.4423 2.6529  0.112
H -7.8692 0.2102 2.8824  0.097
H -9.2823 -1.1057 1.1710  0.099
H -8.1087 -2.2431 -0.7947  0.097
H -5.5950 -2.0503 -1.0858  0.103
H -2.7622 2.7762 0.6546  -0.104
H 5.0760 2.0030 -0.5232  0.107
H 5.4790 4.0172 1.0845  0.097
H 3.4920 5.6403 1.5234  0.094
H 1.2262 5.3172 0.4345  0.103
H -0.1392 3.8403 -0.8124  0.077
H 2.2596 -0.2439 0.3317  0.091
H 4.0362 -0.7331 2.0962  0.102

Properties
SMILES string   Cc1ccc(Cc2cc(CC(=O)c3ccccc3)c(S)c3c2Sc2ccccc2N3)cc1
Orbital gap   7.9921 eV
Multiplicity   1
Energy above the lowest of the compared OMol25 structures with the same formula, charge and spin   452.7 kJ/mol

The following is a DFT calculation (ωB97M-V/def2-TZVPD) of a molecular structure, C28H24AlN4O2P.

Each line ends with the Löwdin charge.
Atoms and positions in Å:
Al 0.3145 1.1962 0.4529  0.375
O 0.5342 2.6604 2.9529  0.035
C 0.2058 1.6277 2.4164  -0.332
C -0.1090 0.3531 3.1853  -0.208
C 0.1194 0.3753 4.5581  0.014
C 0.1184 -0.8427 5.3146  -0.022
C -0.1828 -1.9953 4.6236  -0.084
C -0.5617 -2.0072 3.3134  -0.086
C -0.4934 -0.8383 2.5183  -0.276
P -1.1075 -0.6841 0.7729  1.128
C -2.9226 -0.6486 0.8217  -0.357
C -3.6939 -1.3364 1.7693  -0.040
C -5.0873 -1.1238 1.7436  -0.049
C -5.7272 -0.3091 0.7962  -0.062
C -4.9344 0.2368 -0.1809  -0.065
C -3.5498 0.0639 -0.1522  -0.118
C -0.5030 -2.1939 0.0179  -0.367
C 0.7182 -2.6405 0.4262  -0.148
C 1.3196 -3.7025 -0.1929  -0.059
C 0.7035 -4.3225 -1.3000  -0.054
C -0.5514 -3.9113 -1.6651  -0.061
C -1.1649 -2.8233 -1.0129  -0.053
H 0.3280 1.3637 5.0268  0.135
H 0.2395 -0.7953 6.3762  0.107
H -0.2883 -2.8671 5.2853  0.124
H -0.8231 -2.9663 2.8397  0.124
H -3.1923 -2.0347 2.4874  0.119
H -5.7929 -1.5888 2.4063  0.104
H -6.7659 -0.2399 0.8752  0.096
H -5.3668 1.0852 -0.8576  0.152
H -2.8797 0.4923 -0.8846  0.088
H 1.3024 -2.0973 1.1084  0.094
H 2.2521 -4.0651 0.2110  0.115
H 1.1305 -5.1751 -1.8239  0.115
H -1.0596 -4.3040 -2.5015  0.099
H -2.1111 -2.4593 -1.4183  0.117
N 1.6411 5.2489 -2.5385  0.123
C 1.1068 3.9629 -2.4163  -0.416
C 0.8056 3.4366 -1.1467  -0.093
N 0.1046 2.2359 -1.0883  -0.084
C -0.1472 1.5588 -2.2802  -0.152
C 0.3444 2.1203 -3.4106  -0.178
N 1.0191 3.2719 -3.5259  0.090
H 1.4464 5.9640 -1.8393  0.102
H 1.9157 5.5784 -3.4381  0.083
H 1.1543 3.8637 -0.1715  0.127
H -0.7925 0.6573 -2.3063  0.104
H 0.0070 1.6648 -4.3419  0.107
O 1.9417 0.2742 0.3264  -0.096
N 2.7319 0.4999 -0.7480  -0.126
C 2.8631 -0.4699 -1.6474  0.024
C 3.5154 -0.1871 -2.8301  -0.018
C 4.1699 1.0267 -3.0291  0.005
C 4.0852 1.9666 -1.9620  0.021
C 3.3557 1.6861 -0.8053  0.023
H 2.2343 -1.3620 -1.3991  0.154
H 3.7362 -0.9574 -3.5536  0.121
H 4.6645 1.2227 -3.9946  0.135
H 4.5077 2.9078 -2.1704  0.108
H 3.1717 2.3466 0.0071  0.138

Properties
Orbital gap (spin up / spin down)   5.1818 / 7.3460 eV
⟨S²⟩   0.76
Multiplicity   2
Net charge   +1

The following is a DFT calculation (ωB97M-V/def2-TZVPD) of a molecular structure, C28H24BF4N3O4PW.

Each line ends with the Löwdin charge.
Atoms and positions in Å:
W -0.5215 -0.9761 -1.0597  1.665
O -0.1730 -5.0460 -1.9108  0.202
C -0.6253 -3.8644 -1.5024  -0.328
O 0.1107 -2.8064 -1.5877  -0.122
C -1.9181 -3.6862 -0.9427  -0.140
C -2.9272 -4.6229 -0.6456  0.059
C -4.1087 -4.1658 -0.0991  -0.006
C -4.2886 -2.7989 0.1473  0.069
C -3.2555 -1.9302 -0.1735  -0.133
N -2.1034 -2.3554 -0.6937  0.012
C -3.2424 -0.4309 0.0311  -0.519
O -4.1370 0.1753 0.5678  0.139
O -2.1306 0.0887 -0.4214  -0.229
H 0.6941 -4.9539 -2.3382  0.161
H -2.7546 -5.6657 -0.8549  0.133
H -4.8985 -4.8622 0.1375  0.123
H -5.1975 -2.4130 0.5771  0.135
C 2.1531 4.5084 -3.3164  -0.066
C 1.8337 3.2441 -3.7877  -0.057
C 1.2266 2.3326 -2.9458  -0.073
C 0.9474 2.6892 -1.6288  -0.320
C 1.2520 3.9593 -1.1587  -0.076
C 1.8555 4.8646 -2.0118  -0.069
P 0.3516 1.3637 -0.5332  1.076
C -0.1940 2.1764 0.9938  -0.356
C 0.4953 2.0954 2.1974  -0.094
C -0.0294 2.7078 3.3221  -0.077
C -1.2339 3.3890 3.2458  -0.065
C -1.9297 3.4563 2.0488  -0.052
C -1.4131 2.8492 0.9214  -0.085
C 1.9244 0.4587 -0.3576  -0.387
C 3.1964 0.8671 0.0154  -0.076
C 4.2570 0.0050 -0.2285  -0.071
C 4.0440 -1.1814 -0.9162  -0.070
C 2.7670 -1.5632 -1.3054  -0.089
C 1.6520 -0.7703 -1.0123  -0.290
H 2.6203 5.2248 -3.9721  0.108
H 2.0544 2.9703 -4.8071  0.112
H 0.9645 1.3416 -3.3021  0.099
H 1.0131 4.2376 -0.1427  0.105
H 2.1006 5.8539 -1.6607  0.108
H 1.4359 1.5657 2.2407  0.085
H 0.5015 2.6542 4.2611  0.105
H -1.6353 3.8691 4.1237  0.109
H -2.8742 3.9731 1.9969  0.114
H -1.9390 2.8731 -0.0231  0.119
H 3.3584 1.8300 0.4762  0.111
H 5.2506 0.2629 0.1034  0.107
H 4.8897 -1.8093 -1.1547  0.108
H 2.6377 -2.4792 -1.8692  0.094
C 1.5303 -1.0306 3.6313  -0.002
N 0.1476 -1.3418 3.2907  -0.166
C -0.7071 -1.7525 4.3902  -0.009
C -0.2308 -1.3744 2.0666  -0.109
N -0.2296 -1.3325 0.8674  0.059
H 1.5473 -0.2603 4.4026  0.100
H 2.0524 -0.6765 2.7442  0.089
H 2.0339 -1.9222 4.0091  0.106
H -0.7144 -0.9802 5.1608  0.102
H -0.3264 -2.6762 4.8336  0.102
H -1.7226 -1.9097 4.0353  0.100
F 0.2539 -1.0921 -3.5259  0.099
B -1.1102 -0.8636 -3.8058  -1.289
F -1.7863 -1.9332 -3.2224  0.122
F -1.4102 -0.5839 -5.0527  0.275
F -1.3847 0.2240 -2.8682  0.014

Properties
Orbital gap (spin up / spin down)   6.0033 / 5.8897 eV
Multiplicity   1
Net charge   +1
Energy above the lowest of the compared OMol25 structures with the same formula, charge and spin   180.8 kJ/mol

The following is a DFT calculation (ωB97M-V/def2-TZVPD) of a molecular structure, C28H24BMnN6O3S3Se.

Each line ends with the Löwdin charge.
Atoms and positions in Å:
Mn -0.0134 0.0086 -1.7448  0.588
C 4.9554 0.7633 -0.7292  -0.025
C 4.0918 0.1235 0.3719  -0.479
C 4.7720 0.5178 1.6947  -0.026
O 2.7781 0.7085 0.2932  0.053
B 1.9448 -0.1663 -0.3156  -0.516
O 2.4846 -1.4642 -0.3176  0.008
C 3.8902 -1.4150 0.2015  -0.426
C 3.9644 -2.2578 1.4818  -0.021
C 4.7514 -2.0883 -0.8884  -0.022
H 5.0240 1.8408 -0.5418  0.087
H 4.4865 0.5976 -1.7151  0.100
H 5.9713 0.3336 -0.7430  0.088
H 4.8664 1.6094 1.7683  0.085
H 5.7801 0.0631 1.7456  0.094
H 4.1904 0.1511 2.5481  0.077
H 3.2791 -1.7929 2.2187  0.096
H 4.9593 -2.3734 1.8986  0.081
H 3.5644 -3.2319 1.2654  0.078
H 4.6306 -1.6578 -1.8655  0.074
H 4.4056 -3.1407 -0.9714  0.088
H 5.8196 -2.1341 -0.6310  0.086
O -3.4912 -0.2564 -1.1276  -0.470
C -3.6395 -0.1829 0.3830  -0.467
C -5.1031 0.0364 0.6296  -0.459
C -5.7288 0.4254 1.7799  -0.151
C -7.1185 0.4568 1.6568  -0.201
C -7.5365 0.1085 0.4125  -0.428
S -6.2490 -0.2319 -0.6810  1.054
C -2.7946 0.9411 0.9625  -0.394
C -1.5149 0.8479 1.4520  -0.110
C -0.9695 2.0869 1.8241  -0.184
C -1.8082 3.1166 1.5814  -0.401
S -3.4026 2.6322 1.0403  1.025
C -3.0560 -1.5918 0.6074  -0.309
C -2.4674 -2.2941 1.5993  -0.117
C -1.5708 -3.3885 1.3427  -0.102
C -0.7286 -3.6401 0.2420  -0.035
S -2.8233 -1.8757 -1.1356  1.200
H -5.1790 0.7667 2.6598  0.117
H -7.8186 0.8052 2.4279  0.108
H -8.5534 0.0145 0.0020  0.066
H -0.9516 -0.0718 1.4506  0.107
H 0.0565 2.1980 2.2030  0.120
H -1.6251 4.1858 1.7194  0.070
H -2.6277 -1.9853 2.6392  0.120
H -1.4417 -4.1003 2.1684  0.092
H -0.0955 -4.5100 0.3650  0.092
Se -3.1310 1.9134 -2.9288  1.026
N -2.6421 3.6228 -2.7042  -0.289
C -1.4143 3.6187 -2.1867  -0.414
C -0.6973 4.7401 -1.6406  -0.045
C 0.4325 4.4520 -0.9103  -0.122
C 0.9582 3.1518 -0.8469  -0.144
N 0.4383 2.1046 -1.5187  0.027
C -0.7069 2.3427 -2.2153  -0.456
N -1.3961 1.2716 -2.6378  -0.299
H -1.0352 5.7748 -1.8064  0.105
H 0.9658 5.1976 -0.3264  0.091
H 1.8220 2.9073 -0.2414  0.096
N -1.1688 -1.6882 -1.2317  -0.299
C -0.4919 -2.8270 -0.9158  -0.362
C 0.5421 -3.1791 -1.8504  -0.235
C 0.9075 -2.1967 -2.8174  -0.163
N 0.9018 -1.1451 -3.3618  0.119
C 1.3262 -4.3021 -1.6118  -0.260
N 2.0312 -5.2472 -1.4766  0.112

Properties
Orbital gap (spin up / spin down)   5.2316 / 5.2818 eV
⟨S²⟩   8.90
Multiplicity   6
Net charge   -1
Energy above the lowest of the compared OMol25 structures with the same formula, charge and spin   365.9 kJ/mol

Looking at largest force on an atom for the records above, in order, we have 3.3 3.4 4.0 4.2 eV Å⁻¹.